{"formula": "C28H74NO14", "method": "ωB97M-V/def2-TZVPD", "symbols": ["C", "C", "C", "C", "C", "O", "C", "O", "C", "C", "C", "N", "C", "C", "C", "C", "C", "C", "C", "H", "H", "H", "H", "H", "H", "H", "H", "H", "H", "H", "H", "H", "H", "H", "H", "H", "H", "H", "H", "H", "H", "H", "H", "H", "H", "C", "O", "H", "H", "H", "H", "C", "O", "H", "H", "H", "H", "C", "O", "H", "H", "H", "H", "C", "O", "H", "H", "H", "H", "C", "O", "H", "H", "H", "H", "C", "O", "H", "H", "H", "H", "C", "O", "H", "H", "H", "H", "C", "O", "H", "H", "H", "H", "C", "O", "H", "H", "H", "H", "C", "O", "H", "H", "H", "H", "C", "O", "H", "H", "H", "H", "C", "O", "H", "H", "H", "H"], "coordinates": [[-1.73635, 4.55392, 1.53161], [-1.95609, 4.46979, 3.05578], [-3.39016, 4.09049, 3.41926], [-3.62898, 2.57553, 3.40175], [-2.73638, 1.81419, 4.36582], [-1.55172, 1.22676, 3.74535], [-1.81572, 0.32480, 2.81542], [-2.79646, -0.34146, 2.72762], [-0.70074, 0.20759, 1.81457], [0.23927, 1.23869, 1.70739], [1.24857, 1.11404, 0.77531], [1.31641, 0.00460, 0.00958], [0.43797, -1.01556, 0.09898], [0.65893, -2.17643, -0.80429], [0.50168, -1.80594, -2.29632], [0.07340, -3.05329, -3.09883], [0.58046, -2.97893, -4.54748], [-1.45717, -3.11463, -3.08868], [-0.61163, -0.91403, 1.01311], [-1.09320, 5.40014, 1.31251], [-2.66999, 4.65198, 0.99069], [-1.21729, 3.68162, 1.13626], [-1.23620, 3.78259, 3.49680], [-1.74560, 5.45114, 3.47133], [-4.08491, 4.50421, 2.69635], [-3.68453, 4.48032, 4.39074], [-4.65561, 2.39661, 3.71157], [-3.55536, 2.22066, 2.37441], [-2.34026, 2.51608, 5.09276], [-3.26919, 1.05692, 4.93100], [0.16005, 2.09434, 2.35476], [1.99340, 1.88070, 0.64392], [2.06471, -0.07011, -0.66852], [0.05169, -3.02138, -0.50545], [1.69410, -2.48204, -0.64877], [-0.29992, -1.07633, -2.38923], [1.43760, -1.42761, -2.69791], [0.49058, -3.94570, -2.63780], [0.84501, -1.96023, -4.82167], [1.45832, -3.59839, -4.71637], [-0.18193, -3.33376, -5.23337], [-1.82190, -3.08820, -2.06274], [-1.81865, -3.99863, -3.60106], [-1.81788, -2.23135, -3.60915], [-1.34640, -1.69775, 1.08743], [1.05208, 0.70225, 6.26269], [-0.30925, 1.05381, 6.50309], [1.64360, 1.09797, 7.08385], [1.17569, -0.38230, 6.22205], [1.39981, 1.14239, 5.32425], [-0.82334, 0.70994, 5.76821], [1.45656, 4.86700, 5.81465], [1.45770, 3.64719, 5.05835], [1.96626, 5.62181, 5.22315], [0.43764, 5.20356, 6.01920], [1.99057, 4.72869, 6.75177], [1.01072, 2.98345, 5.59147], [5.59739, 3.71206, 6.22113], [4.23889, 4.08001, 6.44173], [6.18549, 4.11287, 7.04195], [5.71312, 2.62476, 6.20227], [5.96969, 4.13119, 5.28275], [3.71400, 3.72420, 5.71533], [1.75156, -5.58242, 1.08800], [2.39866, -4.83162, 0.05832], [0.69826, -5.65540, 0.82886], [2.16725, -6.58867, 1.15689], [1.84667, -5.08496, 2.05652], [3.33126, -4.77645, 0.28519], [1.28539, -3.22303, -8.18177], [-0.06315, -2.82472, -7.93289], [1.90489, -2.89234, -7.35402], [1.34496, -4.31073, -8.26097], [1.64494, -2.76325, -9.10541], [-0.59573, -3.13151, -8.67703], [1.46162, 1.82916, 9.95067], [0.08948, 2.15792, 10.16286], [2.03439, 2.22599, 10.78367], [1.58926, 0.74472, 9.91004], [1.81923, 2.28314, 9.02267], [-0.42083, 1.80790, 9.42669], [-0.08469, -5.38541, -10.65028], [-1.35249, -4.81301, -10.33847], [0.30027, -5.84806, -9.74492], [-0.17580, -6.14392, -11.43137], [0.60531, -4.60326, -10.97867], [-1.69706, -4.41432, -11.14405], [5.10913, -2.74808, -6.91183], [4.37651, -3.56016, -7.82396], [4.56372, -2.71715, -5.97135], [6.09977, -3.17460, -6.73714], [5.21409, -1.73073, -7.29943], [4.86818, -3.57972, -8.64983], [-0.97890, 4.92790, 12.36538], [-0.18351, 3.76385, 12.51691], [-0.89908, 5.50833, 13.28169], [-0.62717, 5.54192, 11.52993], [-2.03060, 4.67075, 12.20484], [-0.25389, 3.24839, 11.70212], [-7.33276, 5.63250, 2.78085], [-6.61884, 4.42015, 3.02531], [-6.68221, 6.28540, 2.20503], [-8.24166, 5.44216, 2.20652], [-7.59345, 6.12908, 3.71788], [-7.19480, 3.84263, 3.53359], [3.33910, -0.40111, -9.07399], [2.47559, -0.07996, -10.15765], [3.86546, -1.31775, -9.32366], [4.06895, 0.39767, -8.90932], [2.75476, -0.56174, -8.16371], [2.00682, 0.72834, -9.93539], [-3.66150, -7.02926, -11.65295], [-3.16700, -5.99356, -12.49835], [-3.09270, -6.98984, -10.72794], [-4.71968, -6.87826, -11.42650], [-3.52636, -8.01000, -12.11571], [-3.66435, -6.01723, -13.31997]], "mulliken_charge": [-1.311, 0.843, -0.998, -0.511, -0.824, 0.148, -0.247, -0.560, 1.175, -0.723, -1.088, 0.179, 0.094, -0.946, -1.018, 0.787, -1.656, -1.736, -0.521, 0.390, 0.327, 0.251, -0.627, 0.414, 0.370, 0.415, 0.143, 0.358, 0.450, 0.585, 0.973, 0.452, 0.313, 0.412, 0.370, 0.381, 0.580, 0.421, 0.406, 0.368, 0.327, 0.387, 0.464, 0.423, 0.624, -0.740, -0.470, 0.223, 0.317, 0.327, 0.260, -0.836, -0.478, 0.316, 0.280, 0.360, 0.285, -0.578, -0.416, 0.215, 0.251, 0.256, 0.290, -0.612, -0.456, 0.229, 0.312, 0.271, 0.270, -0.454, -0.518, 0.093, 0.264, 0.335, 0.281, -0.271, -0.541, 0.303, 0.265, -0.050, 0.263, -0.575, -0.516, 0.208, 0.320, 0.277, 0.271, -0.481, -0.444, 0.146, 0.315, 0.207, 0.281, -0.510, -0.483, 0.219, 0.231, 0.243, 0.344, -0.594, -0.418, 0.222, 0.268, 0.280, 0.268, -0.545, -0.525, 0.139, 0.394, 0.243, 0.295, -0.525, -0.489, 0.191, 0.279, 0.277, 0.281], "charge": 1, "total_energy_ev": -60380.5665}

{"formula": "C28H75F3O12Si", "method": "ωB97M-V/def2-TZVPD", "symbols": ["O", "C", "C", "Si", "C", "C", "C", "F", "C", "F", "F", "H", "H", "H", "H", "H", "H", "H", "H", "H", "C", "C", "O", "H", "H", "H", "H", "H", "H", "C", "C", "O", "H", "H", "H", "H", "H", "H", "C", "C", "O", "H", "H", "H", "H", "H", "H", "C", "C", "O", "H", "H", "H", "H", "H", "H", "C", "C", "O", "H", "H", "H", "H", "H", "H", "C", "C", "O", "H", "H", "H", "H", "H", "H", "C", "C", "O", "H", "H", "H", "H", "H", "H", "C", "C", "O", "H", "H", "H", "H", "H", "H", "C", "C", "O", "H", "H", "H", "H", "H", "H", "C", "C", "O", "H", "H", "H", "H", "H", "H", "C", "C", "O", "H", "H", "H", "H", "H", "H"], "coordinates": [[-3.96863, 2.01374, 0.68439], [-2.92568, 1.45134, 1.04519], [-3.08031, -0.04350, 1.60195], [-3.45999, -1.11525, 0.02392], [-1.79771, -2.01129, -0.38402], [-0.81348, -0.85430, -0.94873], [-0.09318, -1.45631, -2.21181], [1.22685, -1.92250, -2.01961], [-0.69286, -1.59554, -3.47658], [-1.52372, -0.68174, -4.09442], [-0.44852, -2.81711, -4.13859], [-1.87858, 1.88098, 0.98102], [-2.10105, -0.36705, 2.09816], [-3.94446, -0.13518, 2.33217], [-3.73917, -0.19568, -1.10221], [-4.59139, -2.02420, 0.20721], [-1.92279, -2.87544, -1.09925], [-1.36681, -2.31851, 0.62824], [-1.44925, 0.03380, -1.26161], [-0.10567, -0.47957, -0.14867], [-4.37740, -3.40503, -5.84468], [-5.27110, -2.48266, -5.03850], [-4.53582, -1.88085, -3.97891], [-3.95706, -4.18475, -5.20666], [-4.93434, -3.87695, -6.65754], [-3.53505, -2.85240, -6.27057], [-6.09854, -3.04138, -4.59756], [-5.68654, -1.69217, -5.67187], [-3.81130, -1.38082, -4.37496], [2.26581, 0.99513, -4.38960], [3.39641, 1.52988, -3.53298], [3.34471, 0.94957, -2.23666], [1.29942, 1.21358, -3.92876], [2.28836, 1.43711, -5.38883], [2.33408, -0.09266, -4.48345], [3.31261, 2.61329, -3.42181], [4.36983, 1.30241, -3.98239], [3.42840, -0.00632, -2.34188], [1.19835, 4.52514, 2.70302], [-0.15736, 3.89936, 2.44202], [-0.25786, 2.63940, 3.09971], [1.99654, 3.86766, 2.35170], [1.28698, 5.48930, 2.19720], [1.35626, 4.67454, 3.77483], [-0.30003, 3.73276, 1.37253], [-0.96273, 4.54789, 2.80126], [-0.14078, 2.79368, 4.04437], [4.85717, 3.76508, 0.60886], [5.99601, 4.30752, 1.44877], [5.95647, 3.73758, 2.75314], [3.89624, 3.99026, 1.07653], [4.87144, 4.19752, -0.39420], [4.92353, 2.67685, 0.52351], [5.91407, 5.39126, 1.54920], [6.96421, 4.07535, 0.99201], [6.03816, 2.78055, 2.65507], [-1.96244, -7.06467, -3.78143], [-2.85517, -6.13873, -2.97862], [-2.11875, -5.53439, -1.92226], [-1.54226, -7.84277, -3.13985], [-2.51997, -7.53923, -4.59230], [-1.11995, -6.51406, -4.20964], [-3.68263, -6.69532, -2.53520], [-3.27020, -5.35063, -3.61344], [-1.39410, -5.03628, -2.32062], [-5.68733, -0.01895, 6.37995], [-5.12982, 0.60002, 5.11319], [-4.88512, -0.40616, 4.13771], [-4.99039, -0.75652, 6.78575], [-5.87351, 0.74551, 7.13831], [-6.62376, -0.54470, 6.17320], [-4.18440, 1.10578, 5.31879], [-5.82961, 1.33153, 4.69600], [-5.72668, -0.84370, 3.95270], [-8.89593, -1.03969, 1.05141], [-7.76607, -0.51480, 1.91471], [-7.82995, -1.09164, 3.21849], [-9.86304, -0.80901, 1.50443], [-8.86050, -0.59982, 0.05251], [-8.83817, -2.12806, 0.95829], [-7.83918, 0.56836, 2.02296], [-6.79384, -0.75251, 1.47137], [-7.75581, -2.04883, 3.11775], [-4.34329, -4.27033, 8.83575], [-4.54573, -4.24550, 7.33313], [-3.77336, -3.20421, 6.74676], [-4.62992, -3.31263, 9.27649], [-4.93716, -5.06268, 9.29725], [-3.28994, -4.43258, 9.08138], [-5.59431, -4.06194, 7.09207], [-4.24978, -5.19925, 6.88416], [-2.84741, -3.37591, 6.95464], [10.11425, 4.55154, 4.01145], [10.27905, 3.85194, 2.67629], [9.21045, 2.93780, 2.46258], [10.09051, 3.82284, 4.82504], [10.93349, 5.25226, 4.18933], [9.16886, 5.10005, 4.04628], [11.21329, 3.28806, 2.65326], [10.29243, 4.57682, 1.85556], [8.38634, 3.44551, 2.47527], [5.39747, -2.59594, -4.70512], [6.14773, -2.53324, -3.38877], [5.37629, -1.84218, -2.41234], [5.17167, -1.58922, -5.06557], [5.98318, -3.11904, -5.46439], [4.44147, -3.11284, -4.58120], [7.09075, -1.99812, -3.51162], [6.36723, -3.53906, -3.01686], [4.54796, -2.32531, -2.30105], [4.17731, 5.13490, -5.70361], [5.30813, 5.66777, -4.84638], [5.25649, 5.08567, -3.54973], [3.21110, 5.35461, -5.24321], [4.20102, 5.57775, -6.70196], [4.24552, 4.04725, -5.79975], [5.22561, 6.75008, -4.73375], [6.28005, 5.44059, -5.29634], [5.33909, 4.13045, -3.65791]], "mulliken_charge": [-0.572, 0.248, 0.451, 0.252, -0.179, -0.602, 0.245, -0.340, 0.328, -0.269, -0.253, 0.080, 0.363, -0.390, -0.113, -0.260, 0.119, 0.364, 0.328, 0.308, -0.604, -0.277, -0.397, -0.165, 0.368, 0.315, 0.283, 0.301, 0.204, -1.097, 0.052, -0.427, 0.253, 0.401, 0.261, 0.177, 0.220, 0.161, -1.049, -0.168, -0.498, 0.210, 0.358, 0.332, 0.295, 0.246, 0.273, -0.488, -0.212, -0.551, -0.116, 0.174, 0.339, 0.285, 0.273, 0.316, -1.081, 0.401, -0.494, 0.304, 0.352, 0.308, 0.300, -0.372, 0.246, -0.921, -0.284, -0.494, 0.117, 0.373, 0.263, 0.321, 0.308, 0.153, -1.203, 0.148, -0.531, 0.298, 0.361, 0.345, 0.295, -0.005, 0.292, -1.016, -0.222, -0.453, 0.267, 0.323, 0.318, 0.270, 0.283, 0.254, -0.971, -0.237, -0.501, 0.253, 0.328, 0.315, 0.285, 0.235, 0.312, -0.920, -0.267, -0.466, 0.184, 0.348, 0.299, 0.289, 0.272, 0.263, -0.925, -0.261, -0.444, 0.254, 0.365, 0.235, 0.269, 0.256, 0.247], "charge": 0, "smiles": "O=CC[SiH2]CCC(F)=C(F)F.CCO.CCO.CCO.CCO.CCO.CCO.CCO.CCO.CCO.CCO.CCO", "total_energy_ev": -70845.9440}